Record 1
The following is a DFT calculation (ωB97M-V with the def2-TZVPD basis set) of C2H5NOS in the gas phase in a non-equilibrium geometry.

## Properties
- gap between HOMO and LUMO (Ha) = 0.34859
- multiplicity = 1
- E_LUMO (eV) = 0.68
- SMILES = CC(=O)NS
- relative energy (zero: lowest compared OMol25 entry of this formula, charge and spin) (eV) = 1.132
- calculated total energy (eV) = -16527.250

```
10
C2H5NOS ωB97M-V with the def2-TZVPD basis set
C 0.96110 -0.24432 -1.11527
C 0.32029 -0.25512 0.25438
O 0.83026 -0.78798 1.22594
N -0.93218 0.44158 0.29269
S -1.66492 0.87712 1.73915
H 0.31834 -0.77325 -1.95161
H 1.16178 0.83815 -1.50418
H 1.92890 -0.64983 -1.02550
H -1.44770 0.72771 -0.46622
H -1.47587 -0.17406 2.55061
```

Record 2
The following is a DFT calculation (ωB97M-V with the def2-TZVPD basis set) of C4H9NO2 in the gas phase.

## Properties
- gap between HOMO and LUMO (Ha) = 0.39245
- multiplicity = 1
- E_LUMO (eV) = 0.98
- SMILES = C/N=C/OCCO
- relative energy (zero: lowest compared OMol25 entry of this formula, charge and spin) (eV) = 1.963
- calculated total energy (eV) = -9878.098

```
16
C4H9NO2 ωB97M-V with the def2-TZVPD basis set
C 2.50056 -0.19509 -1.17037
N 1.16114 0.09652 -0.70681
C 1.05770 0.68558 0.40387
O -0.10351 1.06918 0.95835
C -1.28741 0.75186 0.22360
C -1.80812 -0.62055 0.62957
O -2.92831 -0.98515 -0.15024
H 2.61807 -1.27426 -1.30977
H 2.65920 0.27452 -2.14684
H 3.29275 0.15262 -0.48847
H 1.89053 0.96637 1.05874
H -2.02422 1.52073 0.46390
H -1.08010 0.77639 -0.85089
H -0.99785 -1.35887 0.55249
H -2.14940 -0.60035 1.66934
H -2.61783 -1.15426 -1.05062
```

Record 3
The following is a DFT calculation (ωB97M-V with the def2-TZVPD basis set) of a molecular structure, C14H21Ca2O11 in a non-equilibrium geometry.

## Properties
- gap between HOMO and LUMO (Ha) = 0.03369
- multiplicity = 1
- E_LUMO (eV) = -12.72
- charge = +3
- calculated total energy (eV) = -74220.606

```
48
C14H21Ca2O11 ωB97M-V with the def2-TZVPD basis set
Ca 10.91629 8.14109 20.08443
Ca 7.15651 9.36083 25.62937
C 3.80049 10.02411 18.04876
C 5.07609 9.50488 18.76924
O 5.96352 8.86543 18.25477
O 5.08271 9.75951 19.95174
H 3.14567 10.76370 18.50951
H 3.22839 9.13953 17.76888
H 3.99829 10.45862 17.06888
C -4.02043 10.72372 17.95376
C -5.30972 10.18002 17.49979
C -6.14679 9.67380 18.61690
O -7.35288 10.32690 18.35943
C -7.31166 10.99062 17.25835
O -8.22521 11.76490 16.91418
O -6.01255 11.23195 16.90133
H -3.65210 9.96241 18.64139
H -4.21363 11.62346 18.53792
H -3.33644 11.05747 17.17346
H -5.08166 9.40373 16.76940
H -5.73387 9.95320 19.58620
H -6.35711 8.62385 18.41328
C 8.22151 15.46563 14.30554
C 7.68170 14.89789 13.03077
C 7.27334 13.35997 12.97352
O 5.91883 13.54531 12.70300
C 5.38800 14.79102 12.66609
O 4.20586 15.18302 12.48615
O 6.36472 15.66854 12.79074
H 8.36896 16.54071 14.20272
H 9.11498 14.98008 14.69803
H 7.63279 15.20414 15.18482
H 8.27965 15.07602 12.13700
H 7.42928 12.83026 13.91330
H 7.85154 12.81131 12.23005
C 7.44108 20.23094 21.78348
C 6.86468 19.55830 23.08532
C 5.39725 19.41903 23.13182
O 5.15785 17.96608 22.96662
C 6.34159 17.42892 23.39293
O 6.45694 16.22834 23.71239
O 7.33042 18.26352 23.32335
H 6.60914 20.15860 21.08295
H 8.30429 19.68538 21.40226
H 7.86968 21.21851 21.95412
H 7.11492 20.33709 23.80572
H 4.73636 19.98374 22.47422
H 5.04084 19.66762 24.13146
```